Entry 1:
C44H41FN3O5V | ωB97M-V/def2-TZVPD

Properties
Highest occupied orbital energy   -13.26 eV
Net charge   +2
Frontier orbital gap   4.99 eV
E_LUMO   -8.2715 eV

Positions of all 95 atoms, in Å:
V  -0.11628  0.31554  0.12311
C  5.40510  -1.50015  2.05650
C  4.07783  -1.86108  2.68371
C  4.19071  -2.82123  3.83910
O  3.18350  -2.43898  1.68746
C  2.24689  -1.49418  1.26710
C  2.65095  -0.20808  2.02696
O  3.37682  -0.70051  3.11538
C  1.55609  0.74990  2.57790
O  0.26086  0.43716  1.71443
C  1.09068  0.47123  3.97358
C  0.68554  -0.82218  4.32071
C  0.22730  -1.09306  5.59466
C  0.18477  -0.07674  6.54413
C  0.59608  1.20112  6.21158
C  1.04152  1.48102  4.92552
C  1.86947  2.19546  2.25896
C  3.19526  2.62420  2.29469
C  3.50138  3.96087  2.08569
C  2.49335  4.87695  1.82735
C  1.17044  4.45968  1.80997
C  0.85732  3.12977  2.04162
C  2.29551  -1.41682  -0.27763
O  1.23626  -0.25345  -0.57152
C  3.59851  -0.95619  -0.85278
C  3.91862  0.39052  -1.00069
C  5.17400  0.75692  -1.45954
C  6.11475  -0.21725  -1.76618
C  5.79490  -1.55930  -1.62794
C  4.53794  -1.93271  -1.17943
C  1.68653  -2.59753  -0.96346
C  1.21228  -3.69868  -0.25856
C  0.68256  -4.78710  -0.94339
C  0.61918  -4.78240  -2.32670
C  1.09341  -3.68218  -3.03766
C  1.62615  -2.59983  -2.36353
H  5.86301  -2.38916  1.62621
H  6.06472  -1.10698  2.82877
H  5.30209  -0.75282  1.27049
H  4.63476  -3.75387  3.49546
H  3.20617  -3.02323  4.25543
H  4.82628  -2.39753  4.61388
H  1.23825  -1.81808  1.55539
H  3.28972  0.38485  1.36771
H  0.74475  -1.62788  3.60036
H  -0.08257  -2.09503  5.85765
H  -0.16538  -0.28894  7.54505
H  0.57189  1.98947  6.95062
H  1.36444  2.48300  4.67916
H  3.99662  1.93351  2.52673
H  4.53221  4.28390  2.13005
H  2.73458  5.91627  1.65460
H  0.37919  5.17495  1.63274
H  -0.18348  2.83164  2.08538
H  3.19186  1.16286  -0.77328
H  5.41470  1.80309  -1.58616
H  7.09282  0.07190  -2.12476
H  6.52224  -2.32050  -1.87382
H  4.29268  -2.98053  -1.06864
H  1.29698  -3.75078  0.81789
H  0.34426  -5.65196  -0.38916
H  0.20775  -5.62542  -2.86302
H  1.06259  -3.68781  -4.11944
H  2.02059  -1.75514  -2.91675
C  -8.08953  -1.17072  -1.11142
C  -7.01227  -2.08071  -1.62549
C  -6.77114  -3.31839  -1.04078
C  -5.77808  -4.15762  -1.52756
C  -5.02256  -3.76759  -2.62307
N  -4.02339  -4.66637  -3.12586
C  -2.78603  -4.31098  -3.56312
O  -2.13798  -4.93128  -4.37186
N  -2.23604  -3.10805  -3.03481
C  -2.16597  -2.74087  -1.71198
C  -2.69421  -3.47784  -0.64169
C  -2.55430  -3.02208  0.65587
C  -1.85162  -1.86651  0.91267
N  -1.34511  -1.15467  -0.11574
C  -1.52898  -1.54454  -1.39502
C  -5.26558  -2.54402  -3.23954
C  -6.24254  -1.70885  -2.73067
H  -8.62308  -1.61840  -0.27577
H  -8.81378  -0.95192  -1.89640
H  -7.67201  -0.21914  -0.77986
H  -7.37249  -3.63891  -0.19996
H  -5.60936  -5.12744  -1.07499
H  -4.34670  -5.52852  -3.54231
H  -1.44742  -2.81797  -3.59635
H  -3.19660  -4.41196  -0.83527
H  -2.96855  -3.58318  1.48069
H  -1.66436  -1.49607  1.91184
H  -1.12571  -0.90805  -2.17499
H  -4.70901  -2.25928  -4.12143
H  -6.43660  -0.76229  -3.21863
F  -0.74356  1.68152  -0.66894

Löwdin atomic charge list, values in e, 6 entries: V 1.184; C 0.042; C -0.517; C 0.040; O 0.017; C -0.203

Entry 2:
C34H30Cl2N8O2Ru | ωB97M-V/def2-TZVPD

Properties
Highest occupied orbital energy (alpha / beta)   -4.21 / -4.20 eV
Net charge   -1
Spin multiplicity   2
Frontier orbital gap (alpha / beta)   6.38 / 5.71 eV
E_LUMO (alpha / beta)   2.1760 / 1.5021 eV
Expectation value of S²   0.772

Positions of all 77 atoms, in Å:
Ru  0.04192  -0.15065  -0.02373
C  0.50054  3.63447  1.30101
C  1.30657  3.30954  0.04209
C  0.55113  2.85580  -1.19937
N  -0.05636  1.52219  -1.29489
C  -0.67863  1.28726  -2.44937
C  -0.72628  2.23237  -3.50336
C  -1.38493  2.25201  -4.72761
C  -2.24067  1.34672  -5.31759
C  -2.57942  0.10946  -4.77787
C  -2.12967  -0.50002  -3.63300
C  -1.23293  -0.08726  -2.60546
N  -0.86138  -0.91533  -1.65721
C  -0.77894  -2.35278  -1.85830
C  0.70864  -2.78570  -1.85251
C  1.73079  -1.64975  -1.97647
N  1.76728  -0.78778  -0.80654
C  2.90903  -0.39583  -0.26183
C  4.14436  -0.46558  -0.92683
C  5.44544  -0.26106  -0.46504
C  5.91241  0.02313  0.79508
C  5.11128  0.22362  1.92930
C  3.75354  0.32360  2.04668
C  2.71379  0.24012  1.06149
N  1.50131  0.65414  1.28821
C  1.25082  1.50829  2.44936
C  0.08973  2.44979  2.17247
H  -0.38348  4.21825  1.01803
H  1.11984  4.30009  1.91271
H  2.13011  2.63509  0.26456
H  1.77561  4.24539  -0.28341
H  1.26236  2.95714  -2.02921
H  -0.23711  3.60043  -1.37969
H  -0.13745  3.11997  -3.34713
H  -1.19957  3.15479  -5.30245
H  -2.68149  1.61726  -6.26866
H  -3.30085  -0.47209  -5.34366
H  -2.57481  -1.46656  -3.44248
H  -1.22326  -2.63900  -2.80981
H  -1.31468  -2.86381  -1.05863
H  0.87757  -3.46134  -2.69508
H  0.92892  -3.34732  -0.94610
H  1.53143  -1.05743  -2.88001
H  2.70558  -2.12142  -2.10848
H  4.07605  -0.69521  -1.98159
H  6.20706  -0.37271  -1.23169
H  6.98537  0.06982  0.93312
H  5.65109  0.32613  2.86616
H  3.38350  0.45410  3.05469
H  2.14878  2.10553  2.65330
H  1.03828  0.88851  3.31904
H  -0.29599  2.82375  3.12487
H  -0.71560  1.88161  1.71638
Cl  -1.38040  -2.09232  5.18187
C  -2.39510  -1.49072  3.90280
C  -3.76121  -1.71914  3.96465
C  -4.59792  -1.21941  2.99985
Cl  -6.32425  -1.47420  3.14885
C  -4.07967  -0.50448  1.90105
C  -4.89021  0.07509  0.90128
C  -4.30473  0.77419  -0.11146
C  -2.90712  0.82879  -0.17873
N  -2.10764  0.26784  0.70505
C  -2.67087  -0.33304  1.79771
C  -1.76958  -0.74316  2.87532
O  -0.56506  -0.42407  2.86298
H  -4.16773  -2.27875  4.79641
H  -5.96464  -0.02901  0.96546
H  -4.88903  1.25612  -0.88359
H  -2.43871  1.34653  -1.00145
O  -0.03842  -2.00355  0.83232
N  0.94869  -2.36033  1.57797
C  0.81013  -3.53753  2.12132
C  1.85954  -4.01932  2.96457
N  2.69088  -4.44114  3.63845
C  -0.33924  -4.36406  1.88083
N  -1.24437  -5.03608  1.65302

Löwdin atomic charge list, values in e, 6 entries: Ru 1.413; C -0.198; C -0.190; C -0.218; N -0.062; C -0.260

Entry 3:
C2H2FOP | ωB97M-V/def2-TZVPD

Properties
Highest occupied orbital energy (alpha / beta)   -22.23 / -22.01 eV
Net charge   +2
Frontier orbital gap (alpha / beta)   9.41 / 7.26 eV
E_LUMO (alpha / beta)   -12.8192 / -14.7493 eV

Positions of all 7 atoms, in Å:
F  2.60816  -0.97558  0.22359
P  2.54026  0.56101  -0.05266
O  1.00039  0.77546  -0.35596
C  -0.11586  0.12970  -0.18996
C  -1.18874  -0.39421  0.00097
H  -1.91728  -1.18344  0.09661
H  -2.92692  1.08706  0.27742

Löwdin atomic charge list, values in e, 6 entries: F -0.121; P 1.428; O -0.145; C -0.083; C 0.272; H 0.109

Entry 4:
C9H16NO | ωB97M-V/def2-TZVPD

Properties
Highest occupied orbital energy (alpha / beta)   -17.13 / -17.80 eV
Net charge   +2
Spin multiplicity   2
Frontier orbital gap (alpha / beta)   10.18 / 7.18 eV
E_LUMO (alpha / beta)   -6.9503 / -10.6181 eV
Expectation value of S²   0.765

Positions of all 27 atoms, in Å:
C  -2.77086  -2.26013  1.53883
C  -0.43053  0.65079  0.97132
C  -1.56825  -0.08224  1.16276
C  0.78674  -0.07391  0.96944
C  -1.55809  -1.52043  1.20069
C  0.83090  -1.49063  0.85471
C  -0.31347  -2.19503  1.08930
O  1.98707  0.53771  0.96129
H  -0.48467  1.72940  1.00334
H  -2.45118  0.43925  1.50702
H  2.09074  1.10783  1.74781
H  1.80054  -1.95925  0.75994
H  -2.95460  -3.17037  0.96570
H  -3.67682  -1.66072  1.52360
H  -0.17998  -3.25383  1.26982
H  -2.64594  -2.59722  2.58391
C  0.54774  1.58367  -1.85868
C  0.61835  0.56285  -2.99867
N  1.24161  2.88910  -2.21405
H  -0.48078  1.78431  -1.57791
H  1.02103  1.19871  -0.95983
H  1.39134  0.73728  -3.74313
H  -0.33769  0.57562  -3.49680
H  0.73719  3.52317  -2.83289
H  1.58063  3.33241  -1.35752
H  2.13309  2.61184  -2.63629
H  0.74635  -0.42696  -2.57954

Löwdin atomic charge list, values in e, 6 entries: C 0.007; C 0.010; C 0.054; C -0.259; C -0.152; C 0.071

Entry 5:
C5H9NO3 | ωB97M-V/def2-TZVPD

Properties
Highest occupied orbital energy   -10.02 eV
Frontier orbital gap   10.34 eV
E_LUMO   0.3213 eV
Structure (SMILES)   O=C[C@@H]1CNC(=O)C1.O

Positions of all 18 atoms, in Å:
O  -2.40872  -0.16888  0.23935
C  -1.60741  -0.89989  -0.30945
C  -0.22644  -0.48487  -0.70767
C  0.87016  -1.53471  -0.41078
N  2.05363  -0.70993  -0.27609
C  1.82921  0.61484  -0.15509
O  2.68339  1.47213  0.03090
C  0.32546  0.83530  -0.17941
H  -1.87651  -1.95519  -0.52692
H  -0.35590  -0.42759  -1.81781
H  0.66124  -2.08280  0.52165
H  0.98047  -2.26417  -1.22206
H  2.97538  -1.10308  -0.13643
H  0.00558  1.02794  0.85559
H  0.06951  1.70866  -0.78923
O  -2.17208  1.98272  1.97827
H  -2.20958  1.31016  1.25555
H  -1.59738  2.67936  1.64966

Löwdin atomic charge list, values in e, 6 entries: O 0.055; C -0.186; C -0.251; C -0.131; N 0.077; C -0.488

Entry 6:
C3H6N2OS | ωB97M-V/def2-TZVPD

Properties
Highest occupied orbital energy   -9.21 eV
Frontier orbital gap   9.75 eV
E_LUMO   0.5323 eV

Positions of all 13 atoms, in Å:
C  2.20077  -0.01409  0.20715
C  -1.05516  1.05769  -1.12586
C  -0.14177  -0.39622  1.12187
N  3.08734  0.66614  -0.00668
N  1.13774  -0.76102  0.52465
O  -1.58917  -1.62322  -0.62540
S  -1.62341  -0.27216  -0.05791
H  -0.44007  0.75686  -2.00581
H  -0.45965  1.66374  -0.40491
H  -1.97191  1.60240  -1.38320
H  -0.07959  0.38520  1.79367
H  -0.36936  -1.32143  1.58470
H  1.30424  -1.74389  0.37772

Löwdin atomic charge list, values in e, 6 entries: C -0.340; C -0.269; C -0.283; N 0.133; N -0.018; O -0.545

Entry 7:
C9H16INOPb | ωB97M-V/def2-TZVPD

Properties
Highest occupied orbital energy   -7.86 eV
Frontier orbital gap   7.03 eV
E_LUMO   -0.8324 eV

Positions of all 29 atoms, in Å:
C  -1.02290  1.52554  -1.83315
C  -1.03178  -1.60006  -1.88734
H  -1.99964  1.76311  -1.39634
H  -1.09510  1.12266  -2.85240
H  -0.31278  2.36466  -1.75570
H  -0.99538  -2.49581  -1.24748
H  -2.05881  -1.31151  -2.13194
H  -0.38118  -1.69369  -2.75714
Pb  -0.15256  -0.05579  -0.34771
C  2.11225  -0.04172  -0.98339
H  2.48574  -1.07490  -1.00364
H  2.71891  0.56130  -0.29485
H  2.13420  0.39583  -1.99272
I  -2.69929  -0.03272  1.44992
O  1.12669  -1.43655  1.59956
C  1.19529  -0.76999  2.86203
C  1.21736  0.75758  2.76425
C  1.64557  1.47579  3.89344
C  1.66075  2.86669  3.84972
C  1.23263  3.51204  2.68953
C  0.78751  2.73317  1.61157
N  0.81220  1.38069  1.65549
H  1.96904  -1.89965  1.44740
H  0.29937  -1.07371  3.42181
H  2.09626  -1.09001  3.40526
H  1.93995  0.88364  4.76156
H  2.00168  3.43665  4.71480
H  1.21810  4.59817  2.59705
H  0.39663  3.20248  0.69589

Löwdin atomic charge list, values in e, 6 entries: C -0.273; C -0.259; H -0.036; H -0.007; H -0.034; H -0.031

Entry 8:
C3H3NOS | ωB97M-V/def2-TZVPD

Properties
Highest occupied orbital energy   -9.14 eV
Frontier orbital gap   8.89 eV
E_LUMO   -0.2571 eV
Structure (SMILES)   S=C1CC=NO1

Positions of all 9 atoms, in Å:
S  0.48883  2.52682  -0.88535
C  -0.07767  1.06972  -0.39576
C  0.61875  -0.05021  0.35388
C  -0.36003  -1.08719  0.14819
N  -1.47133  -0.73790  -0.38210
O  -1.31557  0.56632  -0.75873
H  0.71243  0.04815  1.43428
H  1.67678  -0.18142  0.02231
H  -0.27221  -2.15428  0.46329

Löwdin atomic charge list, values in e, 6 entries: S 0.710; C -0.789; C -0.155; C -0.166; N 0.082; O -0.098